CClNa9O7 | wB97M-V/def2-TZVPD

The geometry in XYZ format:
```
18
Properties=species:S:1:pos:R:3:forces:R:3:lowdin_charge:R:1
Na 1.4873 -2.7313 0.3307 1.41 0.16 0.95 0.87
Na 2.6443 0.0798 -3.5426 1.18 -0.15 -0.44 0.93
Na -2.9920 2.3481 -1.0240 0.20 1.84 0.21 0.89
Na 2.1383 1.7714 -0.2583 0.49 0.49 1.36 0.84
Na -1.4125 -2.9868 -1.0842 -0.06 -0.84 -0.45 0.87
Na -0.5269 1.2274 -3.8674 0.44 0.80 -0.42 0.85
Na -1.2525 -1.5552 1.7534 1.05 0.90 1.98 0.76
Na -3.8353 -0.1602 -0.1289 -0.95 -0.43 1.00 0.87
Na -3.2342 -0.3873 -3.3542 -0.74 -0.43 -1.06 0.87
Cl 1.7681 0.4565 3.2280 -1.15 1.66 3.20 0.69
O 3.0713 0.0004 2.9253 0.01 -0.55 -1.03 -0.26
O 1.2863 -0.0016 4.4914 0.44 -0.20 -0.88 -0.21
O 1.6598 1.8893 3.1523 0.39 -0.22 -0.68 -0.27
O 0.7577 -0.0071 2.1995 -0.55 -1.57 -2.17 -0.49
C -0.3698 0.0735 -1.2149 1.22 -2.97 1.69 -0.77
O -1.6597 0.2018 -1.5477 -0.73 1.68 -1.69 -0.21
O 0.6716 0.5702 -1.7839 -2.21 0.59 -0.87 -0.08
O -0.2017 -0.7889 -0.2745 -0.44 -0.77 -0.71 -0.13
```
Forces are in eV/Å.

- energy above the lowest of the compared OMol25 structures with the same formula, charge and spin (kJ/mol) = 525.8
- gap between HOMO and LUMO (eV) = 2.11
- net charge = +6
- HOMO (eV) = -23.78